{
  "formula": "C3H6N3",
  "method": "wB97M-V/def2-TZVPD",
  "de_lowest_kcal_mol": 82.99,
  "smiles": "[H]/N=N/C=[NH+]/C=C",
  "gap_ha": 0.300,
  "charge": 1,
  "multiplicity": 1,
  "homo_energy_ha": -0.51559,
  "symbols": ["C", "N", "H", "H", "C", "H", "H", "N", "N", "H", "H", "C"],
  "coordinates": [[1.21, 0.53, -0.31], [-2.84, -1.50, 1.02], [0.26, -1.52, 0.49], [3.09, 1.52, -0.71], [-0.56, -0.89, 0.32], [1.64, -0.48, -0.59], [-3.45, -1.97, 0.30], [-0.23, 0.34, 0.03], [-1.79, -1.26, 0.39], [-0.84, 1.08, 0.18], [1.58, 2.56, -0.61], [1.94, 1.61, -0.51]]
}

{
  "formula": "C19H43B2Br2F3N9O19",
  "method": "wB97M-V/def2-TZVPD",
  "gap_ha": 0.185,
  "charge": -1,
  "multiplicity": 1,
  "homo_energy_ha": -0.13806,
  "symbols": ["H", "C", "H", "H", "H", "O", "C", "N", "H", "H", "H", "C", "H", "H", "F", "C", "O", "O", "H", "N", "C", "Br", "C", "H", "C", "H", "H", "O", "O", "H", "H", "F", "H", "C", "N", "C", "O", "O", "H", "N", "O", "O", "O", "N", "C", "N", "H", "H", "Br", "H", "H", "N", "O", "H", "H", "N", "C", "O", "H", "H", "H", "B", "H", "H", "H", "O", "N", "H", "H", "H", "C", "C", "H", "H", "H", "C", "H", "H", "O", "B", "H", "H", "F", "H", "O", "C", "O", "C", "O", "C", "C", "H", "H", "O", "H", "O", "C"],
  "coordinates": [[-0.57, -0.01, -0.16], [1.68, 3.68, -3.92], [-2.16, 2.63, 1.48], [2.19, 3.12, -4.70], [-5.61, 1.64, 0.46], [5.74, -8.57, -3.83], [1.39, 1.50, 0.94], [-6.15, 3.20, 4.70], [4.42, -1.67, -0.06], [-0.55, -3.01, -0.65], [-8.54, 4.00, 1.71], [-3.08, 3.80, -6.37], [2.03, 4.70, -3.89], [-3.52, 4.68, -6.81], [-3.05, -4.31, 1.48], [-2.04, -2.26, 0.76], [-8.12, 1.36, 0.34], [-3.60, 2.47, -0.53], [-2.57, 4.36, 1.67], [4.33, 3.67, 2.49], [2.19, 0.32, 0.34], [-2.07, -0.69, 1.94], [-1.93, -3.58, 1.66], [0.62, 1.82, 0.24], [1.28, -1.55, 2.03], [5.13, -10.49, -1.37], [2.09, -3.85, -1.55], [-0.76, 4.67, 3.22], [3.18, 3.89, 2.19], [-4.22, 3.69, 5.33], [0.23, -0.81, -1.45], [-1.90, -3.30, 2.97], [7.39, -6.25, -2.37], [-5.31, 0.93, -0.29], [-4.05, 1.42, -0.92], [3.46, -2.88, 2.80], [7.44, -3.75, -3.09], [1.11, 2.61, -1.96], [-8.64, 2.37, 2.44], [-8.71, 2.42, 0.35], [-5.88, 2.60, 3.69], [-1.23, 3.31, -5.09], [7.90, -3.63, -0.99], [-1.84, 4.20, -5.64], [3.85, -1.99, -0.94], [5.73, -8.97, -2.69], [0.88, 1.24, 1.87], [-4.88, 2.19, 6.03], [-0.42, -4.71, 1.29], [-2.79, 3.08, -7.13], [5.26, 5.25, 1.48], [-1.30, 3.58, 3.15], [-1.01, 2.61, 3.82], [5.58, -11.02, -3.03], [0.60, 3.63, -4.04], [7.45, -4.19, -1.95], [-1.08, -2.09, -0.41], [-1.53, 5.37, -5.65], [-1.75, -1.92, -1.26], [-3.74, 3.34, -5.64], [1.22, -0.68, 2.68], [2.38, -2.31, -0.39], [3.10, 0.21, 0.95], [0.43, -2.19, 2.30], [4.34, -2.91, -1.30], [-9.06, 3.03, -0.64], [2.03, 3.04, -2.62], [5.81, -5.48, -2.06], [2.46, 0.59, -0.68], [-5.48, 3.78, 6.60], [-2.42, 3.42, 2.18], [2.47, -2.28, 2.47], [6.92, -5.79, -0.70], [3.89, -1.18, -1.66], [4.03, -10.18, -2.75], [-0.05, -0.94, -0.39], [-5.09, -0.04, 0.16], [2.01, 2.38, 1.12], [1.99, -3.67, -0.61], [1.38, -1.13, 0.40], [-3.30, 3.14, 2.75], [4.86, 5.57, 3.19], [-3.33, -2.30, 0.25], [-10.11, 3.13, 1.73], [-7.20, 3.76, 4.92], [-5.10, 3.22, 5.76], [4.79, 2.59, 2.80], [-9.03, 3.03, 1.67], [3.21, 3.00, -2.32], [6.84, -5.54, -1.75], [5.06, -10.27, -2.43], [4.33, -3.34, 3.20], [6.24, 4.50, 2.78], [-3.57, 0.73, -1.79], [-6.05, 0.84, -1.07], [6.21, -8.38, -1.74], [5.26, 4.84, 2.49]]
}

{
  "formula": "C20H29GeLaN4O2",
  "method": "wB97M-V/def2-TZVPD",
  "de_lowest_kcal_mol": 1.17,
  "gap_ha": 0.229,
  "charge": 0,
  "multiplicity": 1,
  "homo_energy_ha": -0.24321,
  "symbols": ["C", "H", "La", "C", "H", "H", "H", "H", "H", "C", "H", "H", "C", "C", "H", "H", "H", "H", "C", "H", "O", "H", "C", "H", "H", "C", "H", "C", "C", "C", "N", "C", "H", "H", "H", "Ge", "C", "O", "C", "H", "H", "H", "H", "N", "C", "C", "H", "C", "H", "H", "H", "C", "C", "H", "N", "C", "N"],
  "coordinates": [[-3.91, 3.02, 1.35], [2.62, 1.56, 1.94], [-0.43, 0.15, 0.31], [-1.90, 5.06, 1.37], [1.88, -5.86, 2.51], [1.20, -1.99, -5.00], [-2.13, 0.90, -4.53], [-0.51, -1.89, 2.98], [-1.12, 5.79, 1.34], [3.64, -3.24, 1.25], [0.72, -3.16, -3.80], [1.21, -0.54, -2.03], [-2.54, 2.65, 1.09], [-1.54, 3.73, 1.04], [4.27, -5.16, 2.12], [-5.17, 4.56, 2.10], [-0.65, 0.89, 3.36], [1.76, 2.30, -0.97], [3.43, -4.53, 1.80], [0.42, 4.46, 0.59], [-2.27, 1.44, 0.72], [4.65, -2.89, 1.05], [1.23, -2.84, 0.97], [3.65, 1.25, 0.47], [0.76, 0.88, -3.11], [2.09, -4.91, 2.01], [-2.28, -0.57, -5.51], [-1.98, -2.28, -2.49], [2.85, -0.98, 0.73], [-0.18, 3.54, 0.73], [-0.18, 0.07, 2.98], [0.38, 0.11, -2.40], [-0.74, 0.37, -5.60], [0.82, 0.23, 3.22], [-3.58, 6.37, 1.93], [-0.78, -1.11, -3.51], [-1.56, 0.01, -4.89], [0.19, -2.24, 0.43], [-4.17, 4.34, 1.70], [0.01, -4.34, 1.73], [-4.63, 2.22, 1.45], [3.92, -0.68, 0.59], [-2.48, -1.68, -1.73], [1.98, 0.00, 0.74], [2.60, -2.36, 0.94], [1.80, 2.42, 0.14], [-2.78, -2.57, -3.24], [1.06, -4.06, 1.67], [-1.62, -1.10, 3.95], [-1.53, -3.17, -1.98], [-0.33, -3.01, -5.21], [-3.20, 5.37, 1.67], [0.34, -2.43, -4.52], [2.31, 3.37, 0.40], [0.42, 2.39, 0.62], [2.62, 1.30, 0.83], [-0.65, -1.13, 3.67]]
}

{
  "formula": "C20H33BrCl4F10LiNO15P2SV",
  "method": "wB97M-V/def2-TZVPD",
  "gap_ha": 0.061,
  "charge": -3,
  "multiplicity": 1,
  "homo_energy_ha": 0.00334,
  "symbols": ["O", "F", "O", "H", "Cl", "H", "O", "H", "H", "C", "O", "H", "H", "O", "Cl", "C", "F", "H", "Li", "F", "H", "Cl", "O", "H", "H", "C", "O", "H", "H", "F", "H", "S", "F", "F", "H", "O", "F", "C", "H", "C", "C", "O", "V", "H", "H", "F", "P", "H", "F", "Br", "H", "H", "H", "H", "H", "C", "H", "C", "O", "C", "O", "O", "C", "H", "H", "H", "H", "C", "H", "C", "C", "C", "H", "C", "O", "O", "C", "C", "C", "F", "O", "P", "H", "N", "C", "C", "H", "H", "Cl"],
  "coordinates": [[-1.90, -0.77, -5.28], [-0.44, -2.18, 1.34], [1.93, -2.55, -2.85], [-7.39, 5.25, -4.17], [-4.11, 0.78, 2.69], [-6.29, 2.09, -3.77], [6.83, -1.94, 3.84], [2.85, -2.18, -2.73], [-2.19, 1.13, -2.31], [3.51, -0.28, 8.03], [-1.52, 1.68, -4.95], [2.75, 0.00, 8.91], [5.68, -3.63, 4.74], [-8.31, 2.45, -2.22], [-3.57, -1.05, 0.60], [1.74, -1.81, 2.85], [5.20, -3.88, 7.42], [-0.13, 1.95, -8.01], [0.45, -1.46, 5.10], [6.96, -1.62, 7.20], [-9.11, 3.80, -5.27], [-5.03, 0.60, -0.07], [1.49, 4.26, -6.58], [-2.65, -0.59, -2.51], [-7.46, 0.89, -4.07], [-2.55, 0.37, -3.01], [8.32, -1.04, 11.53], [-6.53, 4.10, -6.62], [4.05, -1.95, -0.92], [3.51, -2.95, 6.02], [-9.56, 5.52, -5.40], [-1.37, 0.19, -4.33], [5.52, -0.49, 5.59], [2.75, -0.21, 6.76], [6.41, -1.63, 0.41], [3.27, 5.64, -5.46], [1.88, 0.82, 5.24], [5.87, -1.79, 6.21], [-3.31, -4.44, -3.80], [3.39, -1.67, 2.86], [-8.83, 4.76, -5.70], [5.46, 0.89, 12.17], [6.89, -0.07, 11.85], [0.46, 1.92, -5.54], [-1.83, 1.65, -7.58], [4.61, 0.74, 8.13], [2.37, 4.40, -5.33], [6.19, -0.46, 1.94], [2.81, -2.61, 8.68], [-0.05, -4.41, -1.14], [-1.97, -3.76, -4.45], [3.90, -1.55, 3.91], [-6.58, 1.77, -1.28], [6.04, -3.62, 2.59], [-8.86, 4.65, -6.79], [-7.43, 5.16, -5.25], [-1.87, -4.55, -3.02], [5.94, -1.54, 1.50], [3.25, 3.14, -5.18], [6.66, -2.63, 2.55], [-5.74, 0.19, -3.13], [-6.50, 4.17, -5.65], [4.63, -2.57, 6.94], [-5.39, -0.93, 1.68], [-0.61, 0.43, -7.24], [-3.51, 0.67, -3.44], [-7.14, 6.12, -5.69], [3.41, -1.90, 0.06], [-0.66, 3.21, -5.98], [1.06, -2.01, 1.35], [-0.79, 1.51, -7.26], [-7.39, 1.51, -1.98], [7.74, -2.83, 2.10], [-5.38, 0.16, 1.61], [-2.33, -4.50, -3.90], [1.47, 4.55, -4.09], [6.44, -2.77, 4.98], [-6.65, 1.14, -3.36], [4.03, -1.82, 8.27], [4.97, -1.94, 9.43], [-0.05, 0.05, -3.75], [0.92, -2.33, -1.45], [-7.74, 0.55, -1.57], [1.88, -2.06, 0.04], [-0.56, 2.13, -5.90], [4.29, -1.70, 1.47], [1.11, -1.78, 3.86], [7.40, -3.30, 5.45], [-6.97, 0.78, 2.10]]
}

{
  "formula": "C5H9N",
  "method": "wB97M-V/def2-TZVPD",
  "de_lowest_kcal_mol": 55.81,
  "smiles": "C=C/C=C(/C)N",
  "gap_ha": 0.311,
  "charge": 0,
  "multiplicity": 1,
  "homo_energy_ha": -0.27332,
  "symbols": ["H", "H", "C", "H", "H", "H", "C", "N", "C", "H", "H", "C", "C", "H", "H"],
  "coordinates": [[3.19, -1.54, 0.95], [-2.32, -0.52, 0.92], [0.55, 0.31, -0.30], [0.73, -1.17, 1.31], [0.97, 1.15, -0.83], [-0.53, -1.20, 1.30], [-1.73, 1.21, -0.83], [-1.38, -0.73, 0.62], [2.64, -0.95, 0.23], [-1.19, 1.84, -1.54], [-2.55, 0.72, -1.35], [1.43, -0.48, 0.47], [-0.82, 0.18, -0.21], [3.17, -0.67, -0.68], [-2.16, 1.86, -0.06]]
}

{
  "formula": "C8H9NO2S",
  "method": "wB97M-V/def2-TZVPD",
  "de_lowest_kcal_mol": 93.65,
  "gap_ha": [0.264, 0.261],
  "charge": 0,
  "multiplicity": 1,
  "homo_energy_ha": [-0.29067, -0.31015],
  "symbols": ["H", "H", "H", "H", "C", "C", "O", "O", "H", "C", "C", "H", "C", "N", "H", "S", "C", "H", "C", "C", "H"],
  "coordinates": [[0.81, -1.86, -1.10], [-3.04, 2.63, -0.54], [2.72, -0.76, 1.10], [-1.78, 1.65, -2.32], [-1.03, 0.06, -1.06], [-1.80, 1.18, -1.26], [2.64, -0.40, -0.82], [3.36, 1.22, 0.93], [3.31, -1.99, -0.03], [2.40, -1.31, 0.20], [1.01, -1.92, -0.05], [0.98, -2.96, 0.35], [-1.59, 0.29, 1.34], [0.09, -1.21, 0.76], [-3.01, 1.85, 1.64], [2.84, 1.20, -0.46], [-0.75, -0.37, 0.31], [-1.72, -0.03, 2.29], [-2.49, 1.81, -0.31], [-2.44, 1.28, 0.96], [-0.52, -0.35, -1.92]]
}